23
Properties=species:S:1:pos:R:3:lowdin_charge:R:1 method="wB97M-V/def2-TZVPD" relative_energy_ev=4.425 largest_force_ha_per_bohr=0.138 charge=0 smiles=CCCCO[C@@H](C#N)CC#N homo_lumo_gap_ev=10.80 e_homo_ev=-10.521
O -1.420 0.696 0.515 -0.196
N 0.114 -0.540 -2.596 0.149
N -2.513 -1.337 2.469 0.109
C 1.025 0.883 0.914 -0.169
C -2.764 -1.181 -0.347 -0.079
C -0.670 -0.423 -1.671 -0.107
C -0.300 1.618 0.361 -0.183
C -1.860 0.139 -0.739 -0.269
C 2.683 -0.911 0.026 -0.149
C 2.173 0.613 -0.188 -0.261
C -2.699 -1.376 1.267 -0.159
H -2.576 0.859 -1.298 0.169
H 1.448 1.463 1.815 0.116
H 1.881 0.864 -1.265 0.080
H -0.198 2.090 -0.677 0.132
H -3.841 -1.098 -0.724 0.118
H -0.510 2.500 1.092 0.134
H 0.693 -0.149 1.332 0.115
H -2.261 -2.137 -0.774 0.121
H 3.291 -0.924 1.019 0.082
H 3.078 1.286 0.087 0.105
H 1.817 -1.660 0.198 0.071
H 3.391 -1.291 -0.790 0.071

24
Properties=species:S:1:pos:R:3:lowdin_charge:R:1 method="wB97M-V/def2-TZVPD" relative_energy_ev=7.362 largest_force_ha_per_bohr=0.104 charge=0 homo_lumo_gap_ev=8.62 e_homo_ev=-8.476
O 0.599 1.118 3.066 0.018
O 1.289 -0.938 3.002 0.049
N 0.960 0.107 2.437 -0.369
N 0.171 2.282 0.723 0.185
C 0.496 -1.710 -0.358 -0.007
C 0.112 0.518 -2.531 -0.097
C -0.892 0.075 -1.484 -0.171
C 0.685 1.168 0.269 -0.111
C -1.710 -1.181 0.483 -0.028
C -0.790 -0.979 -0.689 -0.277
C 1.386 -1.180 0.508 -0.003
C 1.056 0.132 1.096 -0.201
H -1.791 0.634 -1.567 0.100
H -1.154 -1.441 1.338 0.069
H -0.088 1.618 -2.888 0.120
H -2.352 -0.334 0.738 0.095
H 2.134 -1.680 0.903 0.061
H 1.082 0.348 -2.206 0.024
H -2.360 -1.937 0.202 0.060
H -0.042 -0.321 -3.310 0.114
H 1.084 1.341 -0.654 0.089
H -0.220 2.067 1.627 0.098
H 0.428 -2.642 -0.756 0.081
H -0.085 2.934 0.050 0.102

26
Properties=species:S:1:pos:R:3:lowdin_charge:R:1 method="wB97M-V/def2-TZVPD" relative_energy_ev=1.831 largest_force_ha_per_bohr=0.076 charge=0 smiles="CN[C@]1(c2nccs2)CCS(=O)(=O)C1" homo_lumo_gap_ev=9.49 e_homo_ev=-9.037
S 1.509 1.509 1.231 1.049
S -2.233 0.732 0.164 0.729
O -3.720 0.626 0.110 -0.344
O -1.732 2.070 -0.168 -0.332
N 0.713 -1.871 -0.154 -0.044
N 0.983 1.160 -1.224 0.054
C -0.038 -0.661 0.065 -0.530
C -0.538 -0.720 1.518 -0.229
C 1.627 2.350 -1.149 -0.217
C 0.783 0.563 -0.088 -0.517
C -1.411 -0.599 -0.738 -0.098
C 1.937 2.747 0.127 -0.377
C 1.241 -2.375 -1.396 -0.122
C -1.482 0.367 1.770 -0.243
H 0.272 -0.771 2.273 0.126
H -1.911 -1.431 -0.229 0.111
H -1.113 -1.731 1.578 0.158
H 1.511 -1.806 0.440 0.107
H 1.736 2.918 -2.041 0.100
H -2.316 0.009 2.344 0.105
H 1.982 -3.111 -1.114 0.071
H 0.597 -2.938 -2.135 0.094
H -1.027 1.275 2.120 0.077
H 1.830 -1.660 -2.009 0.079
H -1.360 -0.393 -1.806 0.124
H 2.159 3.738 0.511 0.069

24
Properties=species:S:1:pos:R:3:lowdin_charge:R:1 method="wB97M-V/def2-TZVPD" relative_energy_ev=5.176 largest_force_ha_per_bohr=0.136 charge=0 smiles="CCCCOC(=S)n1ccnc1" homo_lumo_gap_ev=8.90 e_homo_ev=-8.910
S -1.222 -1.269 -1.586 0.790
O 0.962 -0.253 -0.542 -0.060
N 0.663 -2.459 -0.366 -0.049
N 1.012 -4.643 0.045 0.063
C 0.218 -3.804 -0.459 -0.201
C 0.109 -1.198 -0.699 -0.881
C -1.359 3.633 -0.308 -0.071
C 2.107 -3.884 0.578 -0.094
C 0.364 1.158 -0.378 -0.087
C -1.040 2.665 1.014 -0.291
C 1.795 -2.585 0.410 -0.088
C -0.944 1.276 0.642 -0.238
H -1.786 2.863 1.760 0.092
H -2.392 3.313 -0.908 0.126
H -0.758 -3.885 -1.084 0.125
H -1.457 4.696 -0.260 0.029
H -0.057 2.939 1.347 0.092
H -0.807 0.601 1.775 0.187
H -1.834 0.501 0.071 0.118
H 2.368 -1.874 0.729 0.060
H 0.214 1.586 -1.407 0.118
H -0.532 3.374 -1.017 0.038
H 1.255 1.591 0.007 0.102
H 3.123 -4.341 0.635 0.117

24
Properties=species:S:1:pos:R:3:lowdin_charge:R:1 method="wB97M-V/def2-TZVPD" relative_energy_ev=3.443 largest_force_ha_per_bohr=0.091 charge=0 smiles=N#C[C@@H]1N[C@@H]2CC[C@H](O)C[C@@H]2S1 homo_lumo_gap_ev=9.92 e_homo_ev=-9.414
S -2.357 0.536 1.335 0.977
O 2.157 -2.136 0.634 -0.052
N -2.804 -2.082 -1.204 0.173
N -1.133 0.932 -1.231 0.090
C -2.679 -1.026 -0.753 -0.341
C 1.572 -0.809 0.744 -0.351
C -2.611 0.316 -0.380 -0.504
C -0.265 1.440 -0.117 -0.386
C 1.151 1.353 -0.564 -0.151
C 1.764 -0.027 -0.576 -0.119
C 0.074 -0.868 0.996 -0.134
C -0.551 0.600 1.106 -0.494
H 2.006 -0.440 1.682 0.156
H -0.322 1.079 2.002 0.075
H -0.914 0.088 -1.738 0.070
H 1.685 2.061 0.125 0.148
H 2.788 0.212 -0.567 0.103
H -0.345 -1.604 0.269 0.116
H 1.302 1.761 -1.480 0.086
H 1.618 -0.648 -1.392 0.102
H -0.438 2.452 0.122 0.124
H -3.473 0.699 -0.839 0.086
H -0.231 -1.261 2.021 0.130
H 2.006 -2.628 -0.193 0.097

24
Properties=species:S:1:pos:R:3:lowdin_charge:R:1 method="wB97M-V/def2-TZVPD" relative_energy_ev=0.322 largest_force_ha_per_bohr=0.060 charge=0 homo_lumo_gap_ev="4.41 / 4.47" e_homo_ev="-5.507 / -5.518"
Y -1.703 -1.017 0.330 0.937
P -0.317 -3.341 0.578 0.550
N -0.042 -0.570 3.554 0.043
N -0.179 -0.054 1.422 -0.208
C 1.236 -0.287 3.113 -0.086
C 0.371 2.592 -3.551 -0.185
C 0.117 1.431 -1.566 -0.202
C -1.074 1.127 -2.487 -0.223
C 0.950 2.326 -2.275 -0.212
C -0.903 -0.472 2.521 -0.376
C 1.153 0.048 1.807 -0.110
C -0.854 1.865 -3.669 -0.217
H -0.289 -0.837 4.506 0.163
H 0.251 1.034 -0.552 -0.009
H 1.886 2.741 -1.902 0.065
H -0.117 -4.036 1.819 -0.119
H -1.922 0.470 -2.246 -0.006
H 1.874 0.367 1.082 0.113
H -1.513 1.878 -4.537 0.067
H 1.028 -3.472 0.082 -0.120
H -1.977 -0.266 2.666 0.072
H 2.097 -0.308 3.765 0.117
H 0.793 3.243 -4.314 0.066
H -0.866 -4.461 -0.148 -0.122

23
Properties=species:S:1:pos:R:3:lowdin_charge:R:1 method="wB97M-V/def2-TZVPD" relative_energy_ev=4.246 largest_force_ha_per_bohr=0.115 charge=0 homo_lumo_gap_ev="7.54 / 7.55" e_homo_ev="-6.918 / -6.921"
S -2.016 1.637 -0.720 0.770
N 2.314 -0.286 1.143 0.066
N 2.815 0.245 0.061 -0.275
C 0.255 -0.547 -0.032 -0.309
C 4.024 0.673 0.148 -0.034
C -1.213 -0.948 -0.141 -0.222
C 0.910 -0.537 1.137 -0.043
C 0.934 -0.258 -1.227 -0.036
C -2.112 0.160 0.375 -0.735
C 2.147 0.300 -1.112 -0.083
C -3.543 -0.262 0.457 -0.163
H 0.640 -0.807 2.138 0.114
H 2.700 0.746 -2.081 0.174
H -0.947 1.938 -0.064 -0.164
H 0.308 -0.138 -2.135 0.125
H -3.862 -0.531 -0.481 0.037
H 4.445 1.231 -0.791 0.092
H -4.259 0.455 0.717 0.051
H -1.439 -1.891 0.448 0.129
H 4.763 0.661 0.995 0.086
H -1.643 0.480 1.422 0.142
H -1.572 -1.062 -1.298 0.157
H -3.650 -1.261 1.043 0.121

23
Properties=species:S:1:pos:R:3:lowdin_charge:R:1 method="wB97M-V/def2-TZVPD" relative_energy_ev=6.202 largest_force_ha_per_bohr=0.120 charge=+1 homo_lumo_gap_ev=8.18 e_homo_ev=-12.754
N 0.594 1.583 0.186 0.049
N 2.466 -0.902 -0.889 0.094
N 1.878 1.245 0.126 0.085
C -0.341 2.292 -0.352 0.011
C -2.209 -1.763 -0.342 -0.024
C -2.121 0.600 0.197 0.007
C 1.125 -0.986 1.101 0.031
C -0.173 -0.750 0.839 0.055
C -1.409 -0.667 0.346 -0.205
C 2.206 -0.210 0.333 -0.331
C -1.658 1.864 -0.048 -0.011
H -3.101 0.362 0.107 0.085
H -0.025 3.096 -0.913 0.127
H 2.115 -1.822 -0.769 0.073
H 2.522 1.750 -0.450 0.155
H 2.955 -0.269 1.139 0.150
H -2.287 2.696 -0.262 0.112
H 1.389 -1.580 1.850 0.081
H 0.205 0.765 0.722 0.087
H -2.968 -2.336 0.226 0.109
H -2.917 -1.496 -1.197 0.124
H 3.384 -0.937 -1.307 0.097
H -1.632 -2.539 -0.643 0.040

26
Properties=species:S:1:pos:R:3:lowdin_charge:R:1 method="wB97M-V/def2-TZVPD" relative_energy_ev=0.000 largest_force_ha_per_bohr=0.022 charge=+1 homo_lumo_gap_ev=9.24 e_homo_ev=-11.891
S -0.789 -0.524 1.354 1.057
S 3.540 2.494 -1.866 1.116
O -0.915 0.952 2.008 -0.315
N 2.554 0.187 -1.355 -0.066
N -3.209 -0.365 0.207 -0.088
N 1.337 1.622 -0.251 0.079
C -3.402 -1.323 1.273 -0.236
C 0.807 0.364 0.027 -0.247
C 2.383 1.497 -1.082 -0.537
C -2.280 -1.112 2.297 -0.278
C 1.586 -0.515 -0.671 -0.063
C -1.871 -0.420 -0.203 -0.307
C 3.605 -0.066 -2.199 -0.101
C 4.239 1.063 -2.565 -0.335
H 0.980 2.503 0.081 0.158
H -1.654 -1.352 -0.723 0.110
H 3.840 -1.072 -2.495 0.139
H -1.557 0.436 -0.788 0.102
H -2.535 -0.350 3.028 0.087
H 1.522 -1.581 -0.727 0.121
H -4.390 -1.192 1.714 0.128
H -3.486 0.568 0.497 0.130
H 5.088 1.157 -3.212 0.082
H -3.341 -2.327 0.844 0.122
H -2.000 -2.027 2.807 0.085
H -0.052 1.384 2.000 0.059

24
Properties=species:S:1:pos:R:3:lowdin_charge:R:1 method="wB97M-V/def2-TZVPD" relative_energy_ev=5.588 largest_force_ha_per_bohr=0.093 charge=+1 homo_lumo_gap_ev="6.68 / 6.67" e_homo_ev="-11.497 / -11.498"
S -2.771 -0.276 0.443 0.981
N 2.042 -0.584 0.979 -0.148
N 0.087 0.305 -1.907 0.250
N -2.614 0.928 -1.939 0.083
C 3.386 -0.307 -0.819 -0.038
C 1.010 -0.195 0.256 -0.012
C 2.406 0.150 -1.634 0.037
C -2.139 0.318 -0.896 -0.560
C 1.951 -0.670 2.441 0.057
C 1.031 0.006 -1.140 -0.394
C 3.174 -0.752 0.448 -0.103
C -4.506 0.191 0.375 -0.328
H 3.957 -1.000 1.125 0.138
H -4.841 0.625 -0.487 0.000
H 0.979 -0.965 2.634 0.070
H -5.157 -0.692 0.633 0.077
H 4.371 -0.117 -1.168 0.122
H -3.531 1.323 -1.901 0.102
H -4.658 0.778 1.301 0.058
H 2.625 0.637 -2.588 0.131
H -1.755 1.218 -2.458 0.105
H 2.118 0.416 2.851 0.163
H 2.717 -1.410 2.660 0.107
H 0.119 0.076 0.794 0.101